{
  "formula": "C7H28N2O7",
  "method": "ωB97M-V/def2-TZVPD",
  "homo_energy_ev": -9.7,
  "lumo_ev": 0.56,
  "e_above_lowest_kcal_mol": 74.97,
  "species": ["C", "O", "H", "H", "H", "H", "C", "O", "H", "H", "H", "H", "C", "O", "H", "H", "H", "H", "C", "O", "H", "H", "H", "H", "C", "O", "H", "H", "H", "H", "C", "O", "H", "H", "H", "H", "C", "O", "N", "N", "H", "H", "H", "H"],
  "xyz": [[-1.3967, -3.6298, -0.0280], [-1.5444, -2.9527, 1.2173], [-2.2925, -4.2260, -0.2043], [-1.0966, -2.9551, -0.8282], [-0.5243, -4.2965, -0.0086], [-1.3278, -3.5367, 1.9453], [4.0845, 2.2636, 2.3401], [5.0362, 1.4284, 1.6615], [4.0996, 2.0321, 3.4073], [4.3595, 3.3118, 2.2028], [3.1180, 2.0578, 1.8932], [5.9124, 1.6894, 1.9561], [-0.3186, 0.7252, 1.2011], [0.0198, -0.6250, 0.9403], [0.5614, 1.2975, 1.4978], [-0.7427, 1.2123, 0.3155], [-1.0437, 0.8613, 2.0067], [-0.7813, -1.1363, 1.1332], [-2.1131, -0.3819, -2.2875], [-2.4178, 0.5378, -3.3368], [-1.0794, -0.2398, -1.9527], [-2.8376, -0.3440, -1.4812], [-2.0434, -1.3765, -2.7427], [-1.6560, 1.0908, -3.5114], [-0.9075, 3.4328, -1.7543], [0.4152, 3.8383, -1.4196], [-1.0323, 3.4411, -2.8419], [-1.1887, 2.4356, -1.4244], [-1.5975, 4.1577, -1.3151], [0.6857, 4.5212, -2.0348], [-3.8849, 1.1920, 1.4407], [-5.0166, 1.9903, 1.6881], [-4.0544, 0.7128, 0.4763], [-2.9292, 1.7206, 1.3356], [-3.6604, 0.4342, 2.2029], [-4.9204, 2.3947, 2.5561], [2.6562, -3.2657, -0.7532], [1.8756, -4.2014, -0.6130], [2.2829, -1.9557, -0.7083], [4.0053, -3.4634, -0.9747], [2.9235, -1.2923, -1.0963], [1.3561, -1.7157, -0.4010], [4.7028, -2.7669, -0.8004], [4.3131, -4.4179, -0.8998]],
  "lowdin_charge": [-0.130, -0.136, 0.080, 0.069, 0.066, 0.088, -0.144, -0.137, 0.075, 0.075, 0.064, 0.065, -0.142, -0.129, 0.073, 0.050, 0.069, 0.045, -0.154, -0.123, 0.073, 0.069, 0.075, 0.052, -0.153, -0.119, 0.078, 0.045, 0.083, 0.071, -0.181, -0.102, 0.074, 0.053, 0.082, 0.078, -0.661, 0.012, 0.167, 0.136, 0.095, 0.067, 0.087, 0.096]
}

{
  "formula": "C2H8N4O",
  "method": "ωB97M-V/def2-TZVPD",
  "homo_energy_ev": [-18.8, -18.8],
  "lumo_ev": [-10.38, -10.38],
  "total_charge": 2,
  "e_above_lowest_kcal_mol": 99.07,
  "species": ["C", "C", "N", "N", "N", "N", "O", "H", "H", "H", "H", "H", "H", "H", "H"],
  "xyz": [[-0.8867, 0.6227, -0.1761], [-3.1355, -0.4629, 0.0923], [-2.0117, 0.0487, -0.0179], [0.3277, 0.2304, 0.2269], [0.8698, -0.8129, -0.3163], [1.9110, -1.3928, 0.1381], [1.9197, 1.7302, 0.0744], [-0.9895, 1.6922, -0.3349], [-3.6868, -0.6558, 1.0533], [-3.6870, -0.9297, -0.7415], [0.5006, -1.3516, -1.0901], [2.0839, 2.1699, 1.0153], [2.3261, -2.1982, -0.2282], [2.4992, -1.1028, 0.9245], [1.9593, 2.4126, -0.6199]],
  "lowdin_charge": [-0.049, 0.208, 0.152, 0.136, 0.052, 0.256, -0.076, 0.182, 0.166, 0.150, 0.227, 0.161, 0.157, 0.195, 0.083]
}

{
  "formula": "C12H20BF2N3O7",
  "method": "ωB97M-V/def2-TZVPD",
  "homo_energy_ev": -6.2,
  "lumo_ev": -1.98,
  "species": ["C", "O", "B", "O", "C", "C", "F", "N", "O", "N", "O", "C", "C", "C", "C", "C", "O", "C", "O", "N", "C", "C", "C", "O", "H", "H", "H", "H", "H", "H", "H", "H", "H", "H", "H", "H", "H", "H", "H", "H", "H", "H", "H", "H", "F"],
  "xyz": [[4.7854, 1.4810, 1.3885], [3.9674, 1.8893, 0.2756], [3.0558, 0.8978, -0.0478], [3.4966, -0.3293, -0.4740], [1.5037, 1.1901, 0.1236], [0.9927, 2.2501, 0.8238], [1.5965, 3.1933, 1.4797], [-0.3867, 2.0681, 0.7124], [-1.2651, 2.9390, 1.2920], [-1.7270, 3.8111, 0.2033], [-1.9818, 4.8459, 0.6235], [-0.6714, 0.9805, -0.0047], [-2.0936, 0.5084, -0.2719], [-2.7493, 0.2122, 1.1403], [-3.3659, -1.1989, 1.2368], [-2.3145, -2.3043, 1.5086], [-1.7799, -2.1822, 2.8504], [-0.3910, -2.1704, 2.7150], [0.2704, -3.1619, 2.6579], [0.4696, 0.4241, -0.4124], [0.5507, -0.7778, -1.2364], [0.2130, -0.5406, -2.7354], [-0.4061, -1.8095, -3.4069], [-0.6636, 0.5591, -2.9713], [5.8353, 1.3685, 1.0720], [4.4589, 0.5113, 1.8142], [4.6698, 2.2496, 2.1712], [3.0701, -0.9968, 0.0978], [-2.6685, 1.2440, -0.8511], [-2.0716, -0.4302, -0.8480], [-1.9638, 0.3039, 1.9146], [-3.4982, 0.9807, 1.3868], [-3.9669, -1.5033, 0.3645], [-4.0198, -1.2002, 2.1300], [-1.4954, -2.3150, 0.7682], [-2.8506, -3.2673, 1.4324], [0.0654, -1.1556, 2.6324], [1.5292, -1.2701, -1.1539], [-0.1963, -1.4919, -0.8380], [1.1471, -0.3344, -3.2840], [-0.8843, -1.4853, -4.3463], [-1.1575, -2.2613, -2.7346], [0.4170, -2.4900, -3.6697], [-1.5712, 0.2342, -3.0111], [4.0457, 0.5339, -2.5182]],
  "lowdin_charge": [-0.056, 0.028, -0.622, 0.094, 0.078, -0.163, 0.206, 0.019, 0.010, 0.064, 0.164, -0.175, -0.053, -0.160, -0.160, -0.182, -0.060, -0.324, 0.125, 0.087, -0.036, -0.358, -0.028, -0.034, 0.103, 0.088, 0.090, 0.106, 0.126, 0.105, 0.108, 0.115, 0.123, 0.124, 0.106, 0.135, 0.148, 0.141, 0.109, 0.153, 0.090, 0.076, 0.093, 0.079, -0.683]
}

{
  "formula": "C3H8NO3",
  "method": "ωB97M-V/def2-TZVPD",
  "homo_energy_ev": -3.1,
  "lumo_ev": 2.30,
  "total_charge": -1,
  "e_above_lowest_kcal_mol": 167.71,
  "species": ["C", "N", "C", "C", "O", "O", "H", "H", "H", "H", "H", "H", "H", "H", "O"],
  "xyz": [[-0.0231, 1.3809, -1.0960], [0.4516, -0.0552, -1.1827], [-0.5907, -0.8897, -0.5939], [-0.8337, -0.6985, 0.8963], [-0.0490, -1.3340, 1.6734], [-2.1038, -0.0631, 1.1859], [0.9228, 1.9847, -1.1177], [-0.7348, 1.6079, -1.9254], [-0.5460, 1.6550, -0.1734], [1.3205, -0.0165, -0.7437], [-1.5069, -0.5961, -0.9718], [-0.4389, -2.0415, -0.8825], [3.1203, 1.7052, -0.8792], [-0.9519, 0.4527, 1.0487], [2.6951, 1.0071, -0.5236]],
  "lowdin_charge": [-0.132, -0.081, -0.192, -0.545, 0.069, 0.006, 0.067, 0.073, 0.047, -0.014, 0.069, 0.162, -0.224, 0.177, -0.483]
}

{
  "formula": "C14H26AlINO2",
  "method": "ωB97M-V/def2-TZVPD",
  "homo_energy_ev": -4.9,
  "lumo_ev": 1.46,
  "total_charge": -1,
  "species": ["C", "C", "C", "O", "O", "C", "C", "C", "C", "C", "C", "Al", "C", "C", "N", "C", "I", "C", "C", "H", "H", "H", "H", "H", "H", "H", "H", "H", "H", "H", "H", "H", "H", "H", "H", "H", "H", "H", "H", "H", "H", "H", "H", "H", "H"],
  "xyz": [[-3.4552, 4.6587, 1.2999], [-4.4930, 3.6742, 0.8690], [-5.2724, 2.6687, 1.9530], [-5.5017, 3.2325, 3.1700], [-5.6993, 1.3170, 1.5611], [-4.7711, 0.2784, 2.0729], [-3.5402, 0.1365, 0.9952], [-2.3207, -0.8555, 1.4619], [-1.0552, -0.6576, 0.3886], [-0.0834, -1.9903, 0.2927], [1.3883, -1.7252, 0.9696], [2.9831, -1.9312, -0.3029], [2.7968, -3.4296, -1.6956], [2.7815, -2.8734, -3.2726], [1.5938, -2.6883, -3.9604], [3.4951, -0.2178, -1.3276], [1.7357, 0.5795, -2.4261], [4.1255, 0.9008, -0.3081], [4.6083, 2.2494, -1.1685], [-3.2379, 4.7508, 2.4701], [-2.8670, 5.3771, 0.5798], [-4.8557, 3.5624, -0.2605], [-5.4299, -0.7145, 2.1593], [-4.4191, 0.5221, 3.1621], [-3.1021, 1.2009, 0.7527], [-3.9812, -0.2978, 0.0017], [-2.6032, -1.9976, 1.3939], [-1.8555, -0.5797, 2.5260], [-1.5575, -0.4847, -0.6689], [-0.4418, 0.3399, 0.6096], [-0.6125, -2.8346, 0.9440], [-0.0196, -2.4281, -0.8043], [1.3851, -0.5955, 1.3453], [1.5827, -2.3703, 1.9506], [4.2591, -2.2806, 0.6215], [1.9053, -4.1682, -1.5196], [3.7962, -4.0775, -1.6198], [3.8066, -2.6518, -3.8361], [1.8560, -2.3358, -4.9288], [4.3310, -0.5137, -2.0979], [3.4009, 1.2220, 0.5596], [5.0713, 0.4034, 0.2135], [5.3921, 2.8794, -0.5360], [5.1836, 1.8126, -2.1110], [3.6974, 2.9332, -1.4787]],
  "lowdin_charge": [0.004, -0.067, -0.252, -0.047, -0.134, -0.177, -0.186, -0.211, -0.242, -0.282, -0.296, 0.140, -0.262, -0.307, -0.043, -0.766, 0.629, -0.379, -0.197, 0.088, 0.073, 0.115, 0.145, 0.134, 0.113, 0.123, 0.107, 0.124, 0.100, 0.106, 0.092, 0.095, 0.046, 0.051, -0.070, 0.053, 0.048, 0.104, 0.013, 0.041, 0.098, 0.102, 0.062, 0.073, 0.044]
}